Entry 1:
Computed, not measured: C29H46CsN6O5PSTe as an isolated structure at a distorted geometry, with ωB97M-V/def2-TZVPD.

Atoms and positions in Å:
Cs -0.406 -0.500 -0.892
C 0.650 3.364 -1.576
C 1.755 2.503 -2.183
C 2.981 2.415 -1.267
N 2.613 1.798 -0.021
C 2.783 2.384 1.107
C 3.296 3.720 1.326
C 4.008 4.206 2.395
C 4.467 3.540 3.540
C 4.054 2.277 3.968
C 3.041 1.481 3.478
C 2.223 1.675 2.311
N 1.024 1.220 2.136
C 0.268 0.715 3.255
C -1.162 1.300 3.235
C -2.223 0.381 2.609
N -2.344 0.537 1.173
C -3.128 1.459 0.704
C -3.961 2.329 1.476
C -5.135 2.961 1.107
C -5.869 2.873 -0.072
C -5.459 2.234 -1.254
C -4.224 1.746 -1.585
C -3.019 1.709 -0.774
N -1.813 1.821 -1.189
C -1.475 2.231 -2.520
C -0.601 3.495 -2.451
H 1.051 4.370 -1.399
H 0.364 2.945 -0.609
H 2.065 2.916 -3.150
H 1.395 1.486 -2.345
H 3.442 3.410 -1.168
H 3.722 1.767 -1.752
H 3.089 4.427 0.529
H 4.311 5.248 2.316
H 5.174 4.071 4.170
H 4.553 1.901 4.860
H 2.824 0.574 4.033
H 0.729 0.978 4.219
H 0.219 -0.380 3.205
H -1.131 2.240 2.680
H -1.466 1.525 4.263
H -3.187 0.530 3.124
H -1.927 -0.653 2.805
H -3.637 2.492 2.498
H -5.590 3.560 1.893
H -6.845 3.346 -0.087
H -6.215 2.172 -2.034
H -4.101 1.349 -2.588
H -2.346 2.462 -3.151
H -0.903 1.432 -3.008
H -1.222 4.301 -2.048
H -0.316 3.773 -3.473
C -4.577 -1.388 -0.023
S -3.026 -1.857 0.792
C -3.696 -3.533 1.236
O -2.099 -2.168 -0.313
H -4.760 -2.105 -0.822
H -4.449 -0.392 -0.431
H -5.387 -1.377 0.707
H -4.522 -3.414 1.941
H -2.877 -4.072 1.711
H -4.020 -4.053 0.335
N 2.291 -1.140 0.784
C 2.198 -2.320 1.427
N 2.931 -3.356 0.849
O 1.552 -2.518 2.451
H 2.678 -1.063 -0.142
H 1.778 -0.323 1.119
H 3.636 -3.113 0.175
H 3.153 -4.106 1.476
C 4.266 -4.324 -2.177
C 3.367 -3.782 -3.278
O 2.647 -2.663 -2.791
P 1.087 -2.292 -3.247
O 0.974 -0.841 -2.977
Te 0.564 -3.251 -5.326
O 0.243 -2.981 -2.020
C -0.288 -4.296 -2.075
C 0.204 -5.102 -0.883
H 4.844 -5.174 -2.545
H 3.660 -4.644 -1.328
H 4.958 -3.547 -1.843
H 2.697 -4.565 -3.636
H 3.981 -3.475 -4.134
H -0.003 -4.781 -3.011
H -1.379 -4.225 -2.050
H 1.294 -5.146 -0.885
H -0.199 -6.116 -0.920
H -0.113 -4.617 0.041

## Properties
Spin multiplicity: 1
Electronic energy in Eh: -2865.1214
Net charge: -2
Frontier orbital gap in eV: 4.7
ΔE to the lowest compared entry with this formula, charge and spin in eV: 2.0539
LUMO energy in eV: 3.58

Here are the Mulliken charges for atoms 1 to 4, given in e: 1.59 0.17 0.02 -1.24


Entry 2:
Computed, not measured: a 4-piece molecular cluster, C29H46N3O11S2 overall at a distorted geometry, with ωB97M-V/def2-TZVPD.

Atoms and positions in Å:
C -4.240 -0.908 -2.972
C -2.937 -0.577 -2.315
C -2.382 0.783 -2.723
C -2.023 1.586 -1.525
N -1.118 2.740 -1.780
C -0.918 3.423 -0.503
C 0.058 4.599 -0.559
C 1.023 4.606 0.584
C 0.468 5.109 1.898
C -0.311 4.099 2.590
N -1.609 4.141 2.437
N -2.492 3.276 2.940
C -1.967 2.334 3.637
C -0.635 2.234 3.878
C 0.209 3.092 3.377
C 1.634 2.944 3.632
C 1.957 2.984 5.127
O 1.138 3.920 5.786
C 0.802 3.689 7.111
C 0.132 2.403 7.423
O 1.026 4.559 7.955
C 0.085 2.305 -2.363
S 0.351 2.450 -3.924
S 1.249 1.581 -1.280
C 2.064 0.376 -2.357
C 2.411 -0.903 -1.616
C 1.296 -1.499 -0.827
H -4.468 -1.932 -2.797
H -5.028 -0.359 -2.513
H -4.221 -0.755 -4.026
H -3.120 -0.560 -1.264
H -2.213 -1.334 -2.455
H -3.139 1.277 -3.287
H -1.536 0.605 -3.344
H -1.588 0.957 -0.766
H -2.915 2.034 -1.166
H -0.554 2.708 0.220
H -1.878 3.774 -0.213
H -0.521 5.490 -0.499
H 0.581 4.635 -1.486
H 1.841 5.240 0.325
H 1.412 3.619 0.682
H 1.262 5.412 2.522
H -0.149 5.969 1.725
H -2.006 4.883 1.889
H -2.630 1.616 4.030
H -0.302 1.429 4.471
H 2.205 3.704 3.165
H 1.932 1.988 3.261
H 1.842 2.006 5.525
H 2.978 3.274 5.231
H -0.039 2.400 8.467
H 0.762 1.575 7.199
H -0.802 2.294 6.921
H 1.408 0.164 -3.168
H 2.946 0.852 -2.705
H 2.758 -1.593 -2.348
H 3.185 -0.638 -0.926
H 1.216 -1.033 0.114
H 1.498 -2.531 -0.655
H 0.373 -1.409 -1.346
C -1.251 -5.717 -0.813
C -2.076 -4.512 -0.389
O -1.678 -3.525 -1.356
C -1.222 -4.163 -2.453
O -0.973 -3.629 -3.483
O -1.084 -5.481 -2.219
H -1.748 -6.666 -0.642
H -0.267 -5.737 -0.343
H -3.148 -4.683 -0.485
H -1.857 -4.168 0.617
C -1.643 -4.765 -7.033
C -0.528 -5.318 -6.166
O -0.462 -6.685 -6.603
C -0.966 -6.765 -7.857
O -0.903 -7.718 -8.553
O -1.559 -5.595 -8.200
H -1.509 -3.721 -7.299
H -2.627 -4.895 -6.579
H 0.432 -4.838 -6.366
H -0.740 -5.262 -5.110
C 4.179 -1.668 1.730
C 4.805 -2.074 3.053
O 3.864 -1.525 3.998
C 2.678 -1.399 3.391
O 1.666 -1.113 3.950
O 2.778 -1.603 2.070
H 4.343 -2.386 0.933
H 4.503 -0.682 1.395
H 4.845 -3.154 3.189
H 5.793 -1.657 3.214

## Properties
Spin multiplicity: 1
Electronic energy in Eh: -2920.6232
Net charge: +1
Frontier orbital gap in eV: 6.4
LUMO energy in eV: -4.38

Here are the Mulliken charges for atoms 1 to 4, given in e: -1.82 0.22 -0.36 -0.93